Record 1
Here is a structure of composition C34H31EuN14O3S2 in a non-equilibrium geometry from OMol25. Energies are from wB97M-V/def2-TZVPD.

```
85
Properties=species:S:1:pos:R:3
Eu 0.188 0.013 0.016
N 7.381 1.326 -4.280
C 6.224 1.129 -3.601
C 6.187 0.262 -2.496
C 5.015 0.064 -1.803
C 3.859 0.738 -2.194
C 3.877 1.597 -3.286
C 5.050 1.795 -3.982
S 2.372 0.433 -1.357
O 2.638 0.440 0.104
O 1.395 1.464 -1.715
N 1.663 -0.930 -1.670
C 2.056 -2.053 -0.938
N 1.253 -2.355 0.099
C 1.539 -3.454 0.798
C 2.622 -4.249 0.479
C 3.403 -3.824 -0.590
N 3.132 -2.737 -1.298
H 8.205 0.805 -4.047
H 7.405 1.894 -5.106
H 7.086 -0.255 -2.192
H 4.992 -0.611 -0.959
H 2.975 2.110 -3.582
H 5.068 2.469 -4.827
H 0.887 -3.685 1.634
H 2.854 -5.141 1.036
H 4.284 -4.378 -0.889
C -2.798 4.905 -1.891
N -2.477 3.711 -1.139
C -1.452 2.876 -1.270
N -1.559 1.886 -0.388
C -2.714 2.185 0.264
N -3.298 3.274 -0.164
C -3.545 4.640 -3.176
C -3.655 5.675 -4.096
C -4.378 5.503 -5.266
C -4.993 4.292 -5.529
C -4.877 3.250 -4.613
C -4.156 3.424 -3.436
C -5.528 1.981 -4.913
N -6.273 1.696 -5.925
N -6.641 0.389 -5.788
C -6.098 -0.043 -4.701
O -5.370 0.923 -4.082
C -6.161 -1.381 -4.141
C -6.903 -2.362 -4.804
C -6.930 -3.650 -4.311
C -6.218 -3.980 -3.166
C -5.494 -3.007 -2.496
C -4.738 -3.368 -1.245
N -3.426 -2.757 -1.220
C -2.949 -1.854 -0.370
N -1.734 -1.469 -0.750
C -1.533 -2.197 -1.883
N -2.530 -2.981 -2.197
C -5.471 -1.707 -2.980
H -1.864 5.437 -2.089
H -3.396 5.525 -1.219
H -0.655 3.007 -1.983
H -3.108 1.606 1.082
H -3.177 6.624 -3.897
H -4.459 6.313 -5.974
H -5.558 4.138 -6.434
H -4.089 2.611 -2.725
H -7.434 -2.096 -5.703
H -7.496 -4.411 -4.828
H -6.224 -4.996 -2.801
H -4.623 -4.448 -1.152
H -5.252 -3.004 -0.351
H -3.497 -1.514 0.491
H -0.636 -2.129 -2.478
H -4.893 -0.942 -2.476
C -0.075 2.936 5.122
N 1.009 2.716 4.187
C 2.205 3.401 4.196
C 2.953 2.918 3.181
N 2.207 1.941 2.567
C 1.007 1.821 3.177
S -0.262 0.759 2.781
H 0.300 2.847 6.140
H -0.834 2.178 4.945
H -0.503 3.925 4.968
H 2.408 4.159 4.927
H 3.939 3.175 2.849
H 2.475 1.424 1.730
```

total energy: -103762.474 eV
2S+1: 8
net charge: +1
gap between HOMO and LUMO (spin up / spin down): 7.42 / 8.59 eV
<S²>: 15.759
energy above the lowest of the compared OMol25 structures with the same formula, charge and spin: 0.0 kcal/mol
E_LUMO (spin up / spin down): -1.7209 / -1.7212 eV

---

Record 2
Here is a cluster of 2 separate species, C5H9NO in total from OMol25. Energies are from wB97M-V/def2-TZVPD.

```
16
Properties=species:S:1:pos:R:3
C 1.162 -1.411 1.580
C 0.281 -0.191 1.645
C 0.709 0.512 -1.296
C -0.450 0.810 -1.864
O -1.003 2.056 -1.732
C -0.928 -0.166 1.145
N -2.063 -0.171 0.668
H 2.134 -1.176 1.129
H 0.693 -2.201 0.984
H 1.352 -1.809 2.581
H 0.668 0.730 2.069
H 1.261 1.252 -0.722
H 1.148 -0.472 -1.406
H -2.025 0.100 -0.322
H -1.008 0.092 -2.470
H -1.930 2.046 -1.989
```

total energy: -8866.090 eV
2S+1: 1
structure (SMILES): CC=C=N.C=CO
gap between HOMO and LUMO: 9.31 eV
energy above the lowest of the compared OMol25 structures with the same formula, charge and spin: 72.0 kcal/mol
E_LUMO: 0.7576 eV

---

Record 3
Here is the molecule C3HN2PS in a non-equilibrium geometry from OMol25. Energies are from wB97M-V/def2-TZVPD.

```
8
Properties=species:S:1:pos:R:3
C -0.159 0.814 -0.819
C -0.514 1.405 1.625
C 0.023 0.490 0.617
N -0.291 1.372 -1.821
N -1.042 2.078 2.405
P 1.991 0.125 0.842
S 2.794 0.760 -0.703
H -0.629 -0.522 0.819
```

total energy: -26229.340 eV
2S+1: 1
structure (SMILES): N#CC(C#N)P=S
gap between HOMO and LUMO: 7.84 eV
energy above the lowest of the compared OMol25 structures with the same formula, charge and spin: 12.4 kcal/mol
E_LUMO: -2.1611 eV

---

Record 4
Here is a structure of composition C2H3F3NO4S2 in a non-equilibrium geometry from OMol25. Energies are from wB97M-V/def2-TZVPD.

```
15
Properties=species:S:1:pos:R:3
C 0.622 0.185 -1.741
C -1.469 -0.134 1.102
N 0.997 -0.354 -0.472
O 1.979 2.046 -0.162
O 0.658 1.103 1.667
O -0.799 -1.989 -0.551
O 0.472 -1.707 1.589
F -1.653 0.991 0.385
F -2.589 -0.906 0.895
F -1.538 0.080 2.387
S 1.826 0.929 0.830
S -0.063 -1.121 0.388
H -0.378 0.152 -1.970
H 0.884 1.200 -1.792
H 1.051 -0.475 -2.556
```

total energy: -41626.158 eV
2S+1: 1
net charge: -1
gap between HOMO and LUMO: 9.14 eV
energy above the lowest of the compared OMol25 structures with the same formula, charge and spin: 24.9 kcal/mol
E_LUMO: 3.5978 eV

---

Record 5
Here is a structure of composition C12H26BF10N3O7PdS2 in a non-equilibrium geometry from OMol25. Energies are from wB97M-V/def2-TZVPD.

```
62
Properties=species:S:1:pos:R:3
Pd -0.613 0.767 0.427
B -2.831 1.830 -0.693
F -3.428 1.933 -1.954
F -3.643 2.529 0.259
F -2.866 0.494 -0.465
F -1.466 2.301 -0.713
C 2.427 1.661 3.486
F 3.534 1.273 4.077
F 1.405 1.853 4.344
F 2.724 2.816 2.811
S 2.042 0.143 2.316
O 3.254 -0.752 2.119
O 0.881 -0.516 2.936
N 1.390 0.948 0.867
S 2.808 1.255 0.137
O 3.998 1.598 0.948
O 2.988 0.212 -0.951
C 2.266 2.883 -0.678
F 1.175 2.707 -1.407
F 2.009 3.794 0.245
F 3.247 3.367 -1.383
C 1.140 -3.354 -0.206
O -0.001 -2.564 -0.178
C -0.900 -2.978 0.871
C -2.095 -2.087 1.233
N -1.493 -0.819 1.822
C -2.488 -0.043 2.567
C -1.810 1.251 3.137
O -1.100 1.937 2.053
C -0.887 3.371 2.125
H 1.785 -3.011 -1.016
H 0.923 -4.421 -0.244
H 1.693 -3.243 0.726
H -0.404 -3.270 1.797
H -1.337 -3.906 0.503
H -2.714 -2.551 2.000
H -2.784 -1.866 0.417
H -0.792 -1.112 2.488
H -2.999 -0.520 3.403
H -3.326 0.347 1.989
H -1.195 1.137 4.030
H -2.602 1.928 3.456
H -0.385 3.837 1.278
H -0.332 3.846 2.933
H -1.889 3.794 2.202
C -0.137 0.936 -3.682
C -0.536 -0.293 -2.905
C -0.136 -1.574 -3.652
O 1.243 -1.915 -3.412
C 1.576 -3.184 -3.866
N -0.166 -0.242 -1.436
H -0.621 1.831 -3.291
H -0.363 1.031 -4.744
H 0.941 1.049 -3.567
H -1.619 -0.383 -2.984
H -0.431 -1.711 -4.692
H -0.709 -2.321 -3.103
H 0.801 -3.916 -3.637
H 2.559 -3.459 -3.484
H 1.744 -3.241 -4.942
H 0.837 -0.199 -1.545
H -0.291 -1.208 -1.170
```

total energy: -84670.043 eV
2S+1: 3
gap between HOMO and LUMO (spin up / spin down): 9.64 / 8.48 eV
<S²>: 2.004
energy above the lowest of the compared OMol25 structures with the same formula, charge and spin: 0.0 kcal/mol
E_LUMO (spin up / spin down): 0.3097 / -1.6006 eV

---

Record 6
Here is the molecule C11H19Cl in a non-equilibrium geometry from OMol25. Energies are from wB97M-V/def2-TZVPD.

```
31
Properties=species:S:1:pos:R:3
C -0.505 3.068 0.711
C -0.085 2.038 0.314
C -2.432 0.623 -0.599
C -1.812 -0.174 1.446
C -1.310 -1.733 -0.529
C 1.380 -0.854 1.272
C 2.539 0.946 -0.180
C 1.790 -1.147 -1.185
C 0.011 0.550 -0.384
C -1.331 -0.188 0.045
C 1.376 -0.120 -0.014
Cl -0.059 0.932 -2.196
H -0.462 4.141 0.974
H -2.432 1.723 -0.536
H -2.292 0.575 -1.689
H -3.365 0.194 -0.313
H -1.349 -0.915 2.062
H -2.889 -0.336 1.426
H -1.582 0.839 1.843
H -0.725 -2.504 0.013
H -2.263 -2.057 -0.617
H -0.925 -1.820 -1.506
H 2.276 -1.447 1.394
H 0.542 -1.637 1.201
H 1.358 -0.242 2.213
H 2.209 1.566 -0.945
H 2.765 1.491 0.791
H 3.474 0.521 -0.552
H 2.214 -0.626 -2.109
H 1.091 -1.855 -1.453
H 2.791 -1.553 -0.897
```

total energy: -24233.566 eV
2S+1: 1
structure (SMILES): C#CC(Cl)(C(C)(C)C)C(C)(C)C
gap between HOMO and LUMO: 10.94 eV
energy above the lowest of the compared OMol25 structures with the same formula, charge and spin: 22.1 kcal/mol
E_LUMO: 0.7720 eV

---

Copy entry 4 word for word.
Here is a structure of composition C2H3F3NO4S2 in a non-equilibrium geometry from OMol25. Energies are from wB97M-V/def2-TZVPD.

```
15
Properties=species:S:1:pos:R:3
C 0.622 0.185 -1.741
C -1.469 -0.134 1.102
N 0.997 -0.354 -0.472
O 1.979 2.046 -0.162
O 0.658 1.103 1.667
O -0.799 -1.989 -0.551
O 0.472 -1.707 1.589
F -1.653 0.991 0.385
F -2.589 -0.906 0.895
F -1.538 0.080 2.387
S 1.826 0.929 0.830
S -0.063 -1.121 0.388
H -0.378 0.152 -1.970
H 0.884 1.200 -1.792
H 1.051 -0.475 -2.556
```

total energy: -41626.158 eV
2S+1: 1
net charge: -1
gap between HOMO and LUMO: 9.14 eV
energy above the lowest of the compared OMol25 structures with the same formula, charge and spin: 24.9 kcal/mol
E_LUMO: 3.5978 eV